(1)
Below is a molecular structure, C48H60AsBaN4O2P2Se2, with properties calculated with wB97M-V/def2-TZVPD.

Properties
HOMO energy = -0.352 Ha
frontier orbital gap = 6.619 eV
total charge = +1

XYZ file:
```
120
C48H60AsBaN4O2P2Se2 wB97M-V/def2-TZVPD
C 2.324 1.311 -5.436
H 1.047 0.921 2.567
C 4.818 -4.811 -1.340
C 5.674 -6.326 -3.000
H 0.061 -2.159 4.098
C -4.163 1.235 2.743
C -4.640 1.667 -0.899
C 2.556 -3.752 -1.568
H 1.211 3.464 2.449
H 6.125 1.007 -4.862
H 5.160 0.450 -7.069
C 0.910 6.025 -4.279
C -2.380 -3.090 -1.330
C 2.865 1.621 -4.190
O -3.030 -0.921 -0.738
H 0.325 -4.093 1.062
C -0.848 0.194 5.107
H 4.356 -6.733 -4.643
C 5.060 1.094 -5.028
H -5.398 -6.445 -2.068
C 0.834 4.674 -3.982
H 3.818 6.762 -2.713
H 0.271 5.793 0.440
C 0.540 0.030 2.949
H 1.254 1.382 -5.583
H -3.114 0.810 7.594
C -3.395 -2.075 -1.055
C -4.048 -4.833 -1.626
C 4.494 -6.192 -3.716
H -6.232 0.900 -2.137
P -0.385 3.439 0.611
C 2.904 4.829 -2.770
H -0.072 4.641 2.736
H -6.707 -2.328 -0.283
H -3.819 -6.600 -2.831
H 0.116 5.024 -1.154
H 0.008 -0.034 5.734
C 4.503 -1.468 -1.758
H -3.996 -6.921 -1.112
H 2.555 -3.684 -0.477
H 1.569 -4.117 -1.863
C -2.080 4.143 0.749
O -1.623 0.650 1.645
H 0.130 6.490 -4.869
C 2.846 -2.130 -4.130
C 1.980 6.781 -3.823
N -6.008 -0.468 -0.647
C -1.055 -2.483 -1.136
H -1.423 -3.462 2.904
H 4.954 -4.281 -0.404
C -0.582 -3.491 0.956
C -4.332 -6.275 -1.925
C -4.998 2.004 0.546
H 5.172 -2.228 -2.159
C -0.875 -2.766 2.265
C 5.830 -5.635 -1.808
Se 2.742 1.925 -0.935
H 1.538 4.703 -0.170
H -4.745 -0.031 -2.238
C -2.100 0.427 5.735
C -5.843 -1.784 -0.656
H 3.677 4.371 -2.166
H -5.102 1.516 3.214
P 1.800 2.280 -2.862
H -3.568 1.473 -0.939
H 2.719 0.653 -7.431
C -2.695 -4.373 -1.621
H -3.130 1.063 1.096
C 0.136 3.636 2.360
C -4.759 -2.552 -1.057
H -6.049 -4.275 -1.263
H -1.556 -1.931 2.076
H 4.665 1.761 -3.029
N -0.306 -2.559 -0.123
H -1.908 -5.092 -1.826
N -4.073 1.333 1.447
C 3.484 -5.367 -3.247
H -2.636 3.582 1.503
C -2.210 0.325 7.229
C 0.464 4.881 -0.129
H -2.238 -0.716 7.557
H -0.006 4.084 -4.328
H -4.806 2.549 -1.519
H -4.136 0.925 5.407
N 0.991 -1.084 2.541
C -5.395 0.506 -1.554
H -0.379 2.917 2.998
H 6.742 -5.739 -1.235
C -0.693 0.254 3.751
H -6.897 -0.169 -0.275
H -4.873 3.080 0.692
As 2.646 -1.874 -2.205
Se -0.252 1.532 -3.205
H 2.038 7.836 -4.053
H 6.463 -6.971 -3.363
C 4.517 0.781 -6.265
C -5.018 -3.943 -1.303
H -2.055 5.189 1.061
H 4.596 -1.414 -0.674
H -1.399 -4.163 0.684
C 3.148 0.895 -6.468
C 0.352 -2.301 3.055
C 4.237 1.519 -3.994
H 4.739 -0.491 -2.175
H -1.359 0.797 7.721
H 1.880 -2.371 -4.572
C 1.827 4.071 -3.219
H -6.026 1.758 0.825
H 3.567 -2.915 -4.354
H 2.563 -5.275 -3.812
C -3.174 0.730 4.946
H -2.614 4.079 -0.200
H -0.779 -1.743 -1.892
H 1.107 -3.090 3.035
C -1.806 0.572 2.909
C 3.631 -4.660 -2.054
C -3.068 0.817 3.534
Ba 0.132 0.039 -0.413
H 3.193 -1.186 -4.551
C 2.979 6.180 -3.071
```

***

(2)
Below is 2 unconnected molecules or ions with the total composition C3H8O2S2, with properties calculated with wB97M-V/def2-TZVPD.

Properties
HOMO energy = -0.309 Ha
SMILES string = O=CCCSS.O
frontier orbital gap = 8.805 eV

XYZ file:
```
15
C3H8O2S2 wB97M-V/def2-TZVPD
H -4.152 0.704 -2.704
H -0.362 0.475 0.766
H -3.778 0.681 -1.212
S 1.354 0.943 2.368
H 0.468 -1.024 -1.492
C 0.330 -1.725 -0.641
O -3.494 1.016 -2.071
H 0.474 -1.895 1.389
H 1.132 0.781 -0.031
C 0.706 0.248 0.810
H 1.989 2.758 0.567
S 2.564 2.514 1.751
C 0.955 -1.236 0.670
H 2.021 -1.449 0.582
O -0.206 -2.790 -0.751
```

***

(3)
Below is 5 unconnected molecules or ions with the total composition C2H15N2O4, with properties calculated with wB97M-V/def2-TZVPD.

Properties
HOMO energy = -0.509 Ha
frontier orbital gap = 10.978 eV
total charge = +1

XYZ file:
```
23
C2H15N2O4 wB97M-V/def2-TZVPD
O -1.267 2.333 2.463
H 1.263 -2.898 0.201
H 2.280 3.874 1.355
H 1.318 5.032 1.053
H -2.046 2.614 1.952
H -0.991 3.177 2.861
H -1.842 0.948 -0.080
H -1.864 -1.393 -2.462
C -1.024 0.200 -0.053
H -0.271 -1.789 -0.297
H -2.060 -2.813 -1.339
H 0.219 1.581 0.720
N -1.051 -1.048 -0.542
O 1.539 4.077 0.942
H -3.272 -1.443 -1.173
O 1.959 -2.810 -2.987
H 1.837 -2.728 -3.865
H 0.965 0.074 0.611
H 1.503 -2.205 1.615
H 2.633 -2.213 -2.696
C -2.193 -1.722 -1.323
O 1.054 -2.044 0.736
N 0.101 0.600 0.622
```

***

(4)
Below is a gas-phase ion, C9H19BN (charge +1), with properties calculated with wB97M-V/def2-TZVPD.

Properties
HOMO energy (spin up / spin down) = -0.403 / -0.504 Ha
frontier orbital gap (spin up / spin down) = 8.340 / 8.014 eV
multiplicity = 3
total charge = +1
<S²> = 2.008

XYZ file:
```
30
C9H19BN wB97M-V/def2-TZVPD
H -1.794 -0.855 -1.943
H -3.507 -0.344 -0.487
H -0.319 -1.673 -1.608
C -1.228 -1.252 -1.188
H -1.705 -2.067 -0.652
H 0.122 -0.152 1.754
H 4.045 1.606 -0.735
C -1.134 2.487 0.235
B -1.669 0.953 -0.022
H -3.561 1.432 -0.418
H -1.783 3.382 0.045
C -3.098 0.516 0.045
H 1.358 1.162 -0.660
C 0.121 -0.791 0.850
H -3.634 0.325 1.025
H -1.028 -2.760 1.769
C 1.538 -0.769 0.242
H 3.003 2.109 0.609
C -0.040 -2.274 1.408
H 3.028 -1.077 -1.173
H -0.170 2.658 -0.331
H 1.346 -0.849 -2.008
C 3.314 1.181 0.075
C -0.884 -0.261 -0.090
N 2.056 0.494 -0.400
H -1.145 2.317 1.381
H 0.669 -2.341 2.145
C 1.977 -0.701 -1.157
H 3.813 0.437 0.677
H 0.305 -2.896 0.613
```

***

(5)
Below is C4H6NO2P in the gas phase, with properties calculated with wB97M-V/def2-TZVPD.

Properties
HOMO energy = -0.314 Ha
frontier orbital gap = 8.328 eV

XYZ file:
```
14
C4H6NO2P wB97M-V/def2-TZVPD
H -0.789 2.881 0.625
H 1.021 -3.048 -0.155
N -0.739 2.279 -0.192
C 0.964 -1.913 -0.139
H 2.451 0.068 1.712
H -1.077 -2.331 -0.042
H -2.032 -0.358 -0.435
O 3.354 0.900 -0.393
C -0.290 -1.489 -0.141
H -0.170 2.858 -0.779
P 2.187 0.380 0.245
C -0.907 -0.208 -0.206
C -0.313 0.983 0.019
O 2.108 -1.158 -0.301
```

***

(6)
Below is a molecular structure, C36H39MnN4O3P, with properties calculated with wB97M-V/def2-TZVPD.

Properties
HOMO energy (spin up / spin down) = -0.500 / -0.499 Ha
frontier orbital gap (spin up / spin down) = 8.357 / 8.275 eV
multiplicity = 2
total charge = +2
<S²> = 1.166

XYZ file:
```
84
C36H39MnN4O3P wB97M-V/def2-TZVPD
H -1.491 -5.229 -1.958
H -4.507 2.502 0.790
H -4.615 4.013 -0.092
C 5.181 2.835 0.919
H -2.854 -0.413 -1.889
C -1.005 1.608 4.509
O -1.111 1.682 -0.839
H -2.716 -4.881 1.156
P 1.281 0.384 1.306
C 3.431 0.328 -4.334
H 0.183 -0.102 4.034
C 1.796 -1.056 2.286
C -1.133 3.318 2.831
C -2.753 0.730 0.582
H -3.330 -5.249 -0.460
H -3.788 -3.743 0.319
C 5.228 1.454 1.039
O -1.860 -0.361 0.452
C 2.819 1.375 1.224
H 4.813 0.860 -2.766
C 4.056 0.727 1.189
N -0.951 -0.359 -2.668
C -2.013 -1.457 -4.978
N -3.078 2.777 -0.747
C 2.125 -0.056 -4.594
H -2.366 4.700 -1.224
H -0.106 -4.170 -1.604
C -0.666 -1.157 -4.897
C -0.173 0.857 3.686
H 3.484 -1.812 5.132
C 2.864 0.407 -2.025
C -4.421 2.948 -0.197
H -0.008 -1.369 -5.727
H -0.525 -5.491 -0.494
H 1.844 3.295 1.133
H -3.891 -1.382 -3.918
H -1.268 1.230 5.488
O -0.411 -2.081 -0.688
C -2.252 -0.640 -2.759
H -2.685 1.150 1.592
H -3.783 0.419 0.400
C -0.173 -0.592 -3.728
H 3.125 0.596 -0.997
H -5.174 2.523 -0.863
C 2.902 -1.963 4.233
H -1.491 4.285 2.500
C 1.421 -2.344 1.917
H 3.914 4.564 0.860
C 0.181 1.326 2.422
H 6.180 0.938 1.029
H -3.473 3.976 -2.406
C 3.957 3.487 0.947
C 3.809 0.557 -3.024
C -2.271 1.783 -0.408
H -2.421 -1.895 -5.878
C -2.976 -4.451 0.188
C -1.468 -2.566 -0.248
H 4.137 0.449 -5.145
C -0.924 -4.735 -1.170
C 2.512 -3.244 3.862
H 1.797 -0.222 -5.610
Mn 0.106 -0.051 -0.805
H 1.493 -4.434 2.402
C -2.646 3.774 -1.726
H -1.797 3.393 -2.283
C -2.377 -1.667 0.580
H -2.113 3.429 4.739
H -0.060 2.947 1.025
H 6.096 3.403 0.813
C 2.550 -0.877 3.451
C 1.241 -0.202 -3.541
H 4.111 -0.351 1.279
N 1.601 0.038 -2.266
C 2.783 2.762 1.098
H -3.412 -1.712 0.232
H -2.352 -1.996 1.626
H 2.789 -4.092 4.474
C -2.830 -1.180 -3.891
C -1.481 2.839 4.088
H 0.878 -2.501 1.000
N -1.811 -3.831 -0.439
C 1.778 -3.434 2.703
C -0.317 2.563 2.002
H 2.862 0.117 3.748
```

***

(7)
Below is a molecular structure, C3H4LiO5, with properties calculated with wB97M-V/def2-TZVPD.

Properties
HOMO energy = -0.128 Ha
frontier orbital gap = 6.277 eV
total charge = -1

XYZ file:
```
13
C3H4LiO5 wB97M-V/def2-TZVPD
H -2.661 -1.376 0.279
H 0.618 -1.172 0.206
C -1.692 -0.862 0.156
C -1.796 0.463 -0.084
H -2.695 0.879 -0.539
H 2.577 -1.432 1.089
O 0.647 0.690 -1.347
Li 2.507 0.707 -0.299
O 1.332 1.875 0.374
O 2.212 -0.970 0.332
O -0.646 -1.646 -0.013
C 0.421 1.428 -0.355
O -0.826 1.418 0.201
```

***

(8)
Below is C5H5NO in the gas phase, with properties calculated with wB97M-V/def2-TZVPD.

Properties
HOMO energy = -0.391 Ha
SMILES string = N#C/C=C/[C@H]1CO1
frontier orbital gap = 10.746 eV

XYZ file:
```
12
C5H5NO wB97M-V/def2-TZVPD
H -1.240 -0.303 1.642
C 2.559 -0.442 -0.434
C 1.191 -0.033 -0.311
H 0.350 -1.867 0.295
C -1.610 1.051 -0.031
H 0.998 1.021 -0.472
N 3.684 -0.710 -0.435
C 0.189 -0.807 0.111
H -1.184 1.417 -0.964
H -2.077 1.803 0.606
O -2.289 -0.197 -0.166
C -1.081 -0.165 0.571
```

***

(9)
Below is C2H4N2O2 in the gas phase, with properties calculated with wB97M-V/def2-TZVPD.

Properties
HOMO energy = -0.344 Ha
SMILES string = N/N=C\OC=O
frontier orbital gap = 10.287 eV

XYZ file:
```
10
C2H4N2O2 wB97M-V/def2-TZVPD
H 0.664 1.365 0.098
O -1.070 1.126 -0.711
H -0.279 -1.955 1.200
H -1.134 -0.225 -2.271
O -0.348 -1.014 -0.630
C -0.898 0.054 -1.227
H 1.819 1.450 1.318
C 0.034 -1.022 0.723
N 0.831 -0.228 1.298
N 1.377 0.839 0.618
```

***

(10)
Below is a molecular structure, C39H54BrN4O3Y, with properties calculated with wB97M-V/def2-TZVPD.

Properties
HOMO energy = -0.437 Ha
frontier orbital gap = 6.062 eV
total charge = +2

XYZ file:
```
102
C39H54BrN4O3Y wB97M-V/def2-TZVPD
C -2.721 5.326 -0.813
H 7.769 2.764 2.911
C -3.426 4.924 0.313
C -2.356 2.796 0.205
H 2.580 3.427 0.039
C 1.759 3.936 -3.918
H 0.540 4.657 -2.284
C -1.543 3.187 -0.891
C 0.832 1.551 -5.335
H -1.863 -2.414 -4.373
H 1.481 2.251 0.736
H 1.832 3.590 -1.797
H -1.664 -2.066 3.045
H -3.304 6.619 -2.425
C -0.102 2.737 -5.090
C -4.500 0.771 4.791
H 2.352 4.853 -3.892
C 6.099 0.936 1.845
C 3.002 -0.102 0.138
C -3.273 3.640 0.816
O -0.679 -1.500 0.839
H -3.879 -0.671 -1.527
H 6.697 -1.295 0.802
O -1.806 -0.618 -1.628
N 0.676 -3.267 1.216
H -0.294 -1.894 -2.213
C -2.636 0.605 3.109
H -1.338 1.548 -3.783
C 3.913 0.760 0.813
C 3.594 2.062 1.302
H -1.607 3.275 -3.630
H -5.119 1.223 4.016
H -3.974 -1.532 -3.674
H 1.853 1.284 -2.045
H -4.835 -0.260 4.922
C -1.371 -1.786 -2.349
C -0.439 0.715 3.661
H -3.373 0.465 2.326
C -3.099 -0.244 -2.162
C 2.677 2.738 -4.171
H 0.254 0.626 -5.427
H -3.161 0.843 -2.129
H -1.990 7.243 -1.432
C 0.158 2.509 -2.584
H 3.426 -1.053 -0.194
H 5.076 -1.945 0.970
H 2.128 3.561 1.725
C -0.833 2.521 -3.763
H -3.646 7.268 -0.816
C -0.714 0.951 4.992
Br 1.347 0.446 3.076
H -4.982 3.862 2.085
C 5.655 -1.123 0.546
C 1.070 3.752 -2.562
H 0.084 1.077 5.709
H 7.083 0.528 2.041
C -0.304 -2.428 1.590
C -3.047 0.797 4.422
C 0.710 4.035 -5.030
N -1.357 0.587 2.714
O 1.789 0.057 -0.099
H 0.929 -4.077 1.755
N -0.564 2.289 -1.307
C 5.774 2.185 2.375
C 1.102 1.321 -2.836
Y -0.396 0.613 0.033
H -1.084 -0.831 -4.250
H 0.529 0.380 -2.822
H 1.377 1.685 -6.273
C 6.741 2.941 3.224
H 3.447 2.687 -3.393
C -3.159 -0.816 -3.587
H 5.571 -1.165 -0.541
H -1.879 -2.668 -1.949
C 5.210 0.216 1.079
H -4.672 1.297 5.728
C -1.798 -1.506 -3.777
H 0.046 4.885 -4.848
C -2.932 6.693 -1.402
H -1.324 4.823 -2.300
H -4.139 5.594 0.777
H 3.188 2.845 -5.130
H -0.647 -3.419 3.364
H 4.269 3.701 2.475
C 2.365 2.848 0.937
H -2.308 1.208 6.400
H -3.320 -0.032 -4.324
H 1.203 4.211 -5.988
C -4.120 3.206 1.981
C -2.047 1.008 5.368
C 1.832 1.461 -4.181
C -1.811 4.462 -1.411
H 6.656 2.617 4.265
H -4.486 2.188 1.853
H -3.549 3.263 2.911
H -0.836 2.802 -5.897
H 2.481 0.591 -4.321
H 6.538 4.009 3.195
H -2.297 1.748 0.538
H 1.042 -3.188 0.284
C 4.518 2.720 2.089
N -0.864 -2.619 2.796
```

***

(11)
Below is C4H5IO in the gas phase, with properties calculated with wB97M-V/def2-TZVPD.

Properties
HOMO energy (spin up / spin down) = -0.263 / -0.263 Ha
frontier orbital gap (spin up / spin down) = 7.266 / 7.265 eV

XYZ file:
```
11
C4H5IO wB97M-V/def2-TZVPD
H 0.861 -1.988 -1.345
C -1.167 0.962 0.084
O -2.489 -1.129 -0.238
C -1.736 -0.217 -0.148
H 0.676 -2.410 0.447
H 0.210 2.339 -0.379
H -0.077 1.070 -1.706
H -1.654 1.689 0.676
C 0.806 -1.742 -0.300
C -0.064 1.288 -0.641
I 1.818 -0.074 -0.052
```

***

(12)
Below is C6H14N2 in the gas phase, with properties calculated with wB97M-V/def2-TZVPD.

Properties
HOMO energy = -0.283 Ha
SMILES string = CC/C(=C\N)CCN
frontier orbital gap = 8.571 eV

XYZ file:
```
22
C6H14N2 wB97M-V/def2-TZVPD
H -1.917 2.047 0.715
H -2.422 -0.504 -0.851
H 2.074 -1.280 0.658
H 1.265 -1.430 -2.216
H -3.095 1.881 -0.648
H 1.080 -2.951 -1.192
C -0.224 -1.253 -0.776
C 0.540 0.948 0.352
H -0.968 -1.377 -1.728
H 0.775 1.861 -0.324
H 1.117 0.944 2.602
C 1.073 -1.854 -1.220
H 2.500 -0.547 -0.788
C -0.540 0.106 -0.285
C 0.319 1.393 1.781
H 0.267 2.462 2.087
H -0.688 0.995 2.199
N 2.371 -1.514 -0.359
H -0.651 -2.018 0.113
N -2.475 1.425 0.119
H 1.457 0.375 0.114
C -1.858 0.291 -0.354
```

***

The evaluated electronic energy for the records listed, in turn: -9981.36751, -1065.92555, -495.39229, -433.43839, -702.50138, -3331.90675, -500.51173, -323.43497, -338.55925, -4575.32903, -528.15790, -346.39702 Eh.